1.
Below is the molecule C4H4N2O at a distorted geometry, with properties calculated with wB97M-V/def2-TZVPD.

Last column: Mulliken charge in e.
Positions of all 11 atoms, in Å:
C 1.997 -0.686 -0.065  0.002
C -1.121 1.112 0.042  -0.388
C -2.128 0.111 -0.054  -0.278
C -2.900 -0.841 -0.105  0.135
H 2.415 -1.691 0.051  0.331
H 0.150 -1.311 0.338  0.256
H -1.290 2.145 -0.254  0.326
H -3.528 -1.680 -0.404  0.376
N 0.577 -0.419 0.321  -0.004
N 0.109 0.802 0.117  -0.335
O 2.795 0.210 -0.213  -0.420

## Properties
- LUMO level (eV) = 0.16
- structure (SMILES) = C#C/C=N\NC=O
- E_HOMO (eV) = -9.30
- gap between HOMO and LUMO (eV) = 9.46
- F_max (eV Å⁻¹) = 4.42
- energy above the lowest of the compared OMol25 structures with the same formula, charge and spin (eV) = 3.891
- molar mass (g/mol) = 96.09

2.
Below is a cluster of 9 separate species, C16H36Br16NS2 in total at a distorted geometry, with properties calculated with wB97M-V/def2-TZVPD.

Last column: Mulliken charge in e.
Positions of all 71 atoms, in Å:
N 0.984 -2.768 -0.564  -0.321
S 2.539 -3.374 -0.220  0.124
S 2.365 -4.067 1.749  0.030
H 0.951 -1.763 -0.408  0.226
H 0.794 -2.989 -1.539  0.242
H 3.365 -2.286 -0.155  0.294
H 2.221 -5.405 1.498  0.249
Br -0.784 -1.551 -3.017  -0.172
C -0.834 0.392 -3.130  -0.224
C 0.420 0.983 -2.549  -0.142
Br 0.434 0.879 -0.600  -0.162
H -1.739 0.708 -2.622  0.447
H -0.912 0.626 -4.191  0.054
H 0.490 2.041 -2.789  -0.190
H 1.318 0.477 -2.889  0.457
Br -2.830 0.673 -6.717  -0.110
C -1.492 1.027 -8.087  -0.664
C -0.447 -0.055 -8.127  -0.624
Br 0.794 0.118 -6.637  -0.139
H -1.075 2.007 -7.873  0.353
H -2.040 1.063 -9.027  0.451
H 0.163 0.028 -9.024  0.376
H -0.871 -1.052 -8.069  0.385
Br 2.229 4.254 -3.220  -0.148
C 0.977 5.742 -3.084  -0.503
C -0.069 5.489 -2.033  -0.524
Br -1.415 4.227 -2.662  -0.180
H 0.556 5.889 -4.074  0.386
H 1.584 6.603 -2.816  0.348
H -0.616 6.401 -1.808  0.198
H 0.341 5.083 -1.116  0.420
Br 0.672 -4.876 5.227  -0.081
C 0.444 -2.954 5.004  -0.582
C 1.635 -2.201 5.540  -0.545
Br 1.625 -2.150 7.484  -0.123
H -0.482 -2.688 5.501  0.407
H 0.336 -2.794 3.932  0.273
H 1.604 -1.162 5.220  0.382
H 2.581 -2.644 5.243  0.295
Br 3.322 -7.967 5.708  -0.160
C 3.926 -7.611 7.525  -0.526
C 3.773 -6.153 7.871  -0.411
Br 5.149 -5.063 7.024  -0.151
H 4.951 -7.961 7.588  0.413
H 3.293 -8.222 8.165  0.318
H 3.899 -6.000 8.940  0.359
H 2.816 -5.746 7.559  0.163
Br -3.824 -7.293 8.306  -0.136
C -2.488 -6.978 6.925  -0.555
C -1.387 -8.003 6.973  -0.588
Br -0.161 -7.663 8.446  -0.113
H -2.124 -5.965 7.065  0.303
H -3.027 -7.041 5.982  0.369
H -0.778 -7.951 6.072  0.282
H -1.757 -9.015 7.099  0.429
Br -6.097 4.155 -6.916  -0.131
C -4.728 5.175 -7.850  -0.628
C -3.415 4.439 -7.875  -0.551
Br -2.518 4.519 -6.148  -0.058
H -4.660 6.138 -7.356  0.393
H -5.107 5.313 -8.860  0.368
H -2.729 4.904 -8.581  0.386
H -3.530 3.387 -8.119  0.237
Br 1.946 7.372 0.246  -0.149
C 0.695 8.861 0.396  -0.590
C -0.338 8.613 1.463  -0.561
Br -1.696 7.347 0.875  -0.130
H 0.260 9.007 -0.587  0.363
H 1.307 9.723 0.651  0.372
H -0.877 9.530 1.690  0.343
H 0.090 8.213 2.376  0.375

## Properties
- LUMO level (eV) = -4.30
- E_HOMO (eV) = -11.44
- gap between HOMO and LUMO (eV) = 7.14
- F_max (eV Å⁻¹) = 1.91
- net charge = +1
- molar mass (g/mol) = 1585.07

3.
Below is a cluster of 2 separate species, C10H16S in total at a distorted geometry, with properties calculated with wB97M-V/def2-TZVPD.

Last column: Mulliken charge in e.
Positions of all 27 atoms, in Å:
C -2.895 -1.684 -0.118  -1.337
C -1.442 -0.331 1.402  -0.278
C -2.314 -0.366 0.357  0.764
C -0.874 0.878 1.836  -0.494
C -1.195 2.047 1.182  -0.460
C -2.561 0.826 -0.375  -0.594
C -1.999 2.006 0.040  -0.469
H -1.132 -1.239 1.920  0.381
H -0.160 0.762 2.655  0.352
H -3.534 -2.097 0.669  0.310
H -2.040 -2.342 -0.290  0.308
H -0.931 3.009 1.624  0.370
H -3.255 0.745 -1.181  0.386
H -2.169 2.977 -0.411  0.383
H -3.415 -1.676 -1.079  0.359
C 1.945 0.119 -1.164  0.261
C 2.737 1.356 -1.511  -1.145
C 2.769 -2.121 0.438  -0.564
S 3.083 -1.324 -1.220  -0.134
H 1.407 0.108 -0.205  -0.212
H 1.169 -0.059 -1.902  0.264
H 3.412 1.103 -2.338  0.319
H 3.437 1.803 -0.798  0.300
H 2.404 -3.101 0.177  0.293
H 3.581 -1.962 1.147  0.296
H 1.937 -1.595 0.905  0.026
H 2.036 2.155 -1.761  0.316

## Properties
- LUMO level (eV) = 0.83
- structure (SMILES) = Cc1ccccc1.CCSC
- E_HOMO (eV) = -8.36
- gap between HOMO and LUMO (eV) = 9.19
- F_max (eV Å⁻¹) = 2.11
- energy above the lowest of the compared OMol25 structures with the same formula, charge and spin (eV) = 0.751
- molar mass (g/mol) = 168.31

4.
Below is the molecule C20H30N4O2, with properties calculated with wB97M-V/def2-TZVPD.

Last column: Mulliken charge in e.
Positions of all 56 atoms, in Å:
C 4.243 4.204 1.499  -1.306
C 3.779 3.433 0.270  -0.263
C 2.377 2.862 0.459  -0.581
C 1.904 2.099 -0.787  -0.528
C 0.546 1.531 -0.583  0.507
N -0.550 2.135 -0.940  -0.875
C -1.578 1.316 -0.551  0.117
C -2.948 1.468 -0.684  -0.872
C -3.781 0.464 -0.194  1.501
C -3.222 -0.676 0.418  -1.041
C -1.863 -0.843 0.558  -0.950
C -1.040 0.162 0.070  0.933
N 0.319 0.332 0.051  0.358
C 1.290 -0.629 0.492  -0.709
H 2.204 -0.106 0.780  0.128
H 0.893 -1.140 1.374  0.222
C 1.596 -1.651 -0.632  -1.049
N 2.751 -2.493 -0.424  0.179
C 2.699 -3.308 0.779  -0.381
C 1.484 -4.227 0.812  -1.189
H 0.565 -3.680 1.005  0.146
H 1.610 -4.963 1.603  0.439
H 1.389 -4.748 -0.137  0.323
H 2.730 -2.698 1.699  0.279
H 3.597 -3.932 0.773  0.487
C 4.027 -1.815 -0.588  -0.268
C 4.288 -1.417 -2.038  -1.414
H 5.328 -1.121 -2.152  0.402
H 3.666 -0.583 -2.354  0.283
H 4.090 -2.263 -2.690  0.361
H 4.804 -2.522 -0.286  0.500
H 4.125 -0.929 0.064  0.206
H 0.722 -2.290 -0.773  0.322
H 1.743 -1.101 -1.564  0.394
H -1.460 -1.727 1.031  0.348
H -3.878 -1.447 0.789  0.282
C -5.211 0.635 -0.337  -0.239
C -6.188 -0.185 0.075  -0.761
C -7.587 0.170 -0.155  0.741
O -7.995 1.163 -0.744  -0.768
N -8.486 -0.746 0.295  -0.079
H -8.321 -1.441 1.004  0.247
O -9.837 -0.394 0.199  -0.445
H -9.789 0.452 -0.301  0.383
H -6.001 -1.118 0.585  0.192
H -5.526 1.544 -0.837  0.367
H -3.354 2.348 -1.156  0.408
H 1.851 2.791 -1.628  0.573
H 2.618 1.309 -1.030  -0.289
H 2.370 2.198 1.328  0.355
H 1.673 3.671 0.659  0.364
H 4.480 2.618 0.067  0.276
H 3.783 4.095 -0.598  0.330
H 4.264 3.556 2.373  0.322
H 3.568 5.032 1.704  0.330
H 5.242 4.604 1.345  0.400

## Properties
- LUMO level (eV) = 0.35
- structure (SMILES) = CCCCc1nc2cc(/C=C/C(=O)NO)ccc2n1CCN(CC)CC
- E_HOMO (eV) = -8.10
- gap between HOMO and LUMO (eV) = 8.45
- F_max (eV Å⁻¹) = 0.87
- energy above the lowest of the compared OMol25 structures with the same formula, charge and spin (eV) = 3.689
- molar mass (g/mol) = 358.49

5.
Below is the molecule C3H4Cl2O3 at a distorted geometry, with properties calculated with wB97M-V/def2-TZVPD.

Last column: Mulliken charge in e.
Positions of all 12 atoms, in Å:
C -1.059 -0.626 -1.301  -0.132
C 0.647 -0.024 0.092  0.619
C 0.667 0.530 1.461  -0.640
O -0.543 -0.924 -0.006  -0.344
O -0.863 0.728 -1.405  -0.210
O 0.493 0.816 -1.076  -0.220
Cl 2.032 -1.066 -0.022  -0.167
Cl -0.858 1.363 1.778  -0.176
H -0.586 -1.084 -2.075  0.293
H -2.168 -0.658 -1.282  0.254
H 1.429 1.237 1.642  0.401
H 0.810 -0.291 2.195  0.323

## Properties
- LUMO level (eV) = 0.75
- structure (SMILES) = ClC[C@@]1(Cl)OCOO1
- E_HOMO (eV) = -10.63
- gap between HOMO and LUMO (eV) = 11.39
- F_max (eV Å⁻¹) = 4.35
- energy above the lowest of the compared OMol25 structures with the same formula, charge and spin (eV) = 3.617
- molar mass (g/mol) = 158.97

6.
Below is a structure of composition C36H31AuFN2P2Te at a distorted geometry, with properties calculated with wB97M-V/def2-TZVPD.

Last column: Mulliken charge in e.
Positions of all 74 atoms, in Å:
Au -1.042 2.286 -1.429  -0.097
Te -2.669 -0.999 1.909  0.215
C -1.762 -2.650 2.902  0.097
C -0.651 -3.296 2.389  0.291
C -0.072 -4.302 3.147  -0.604
N -0.530 -4.669 4.329  -0.582
C -1.602 -4.065 4.809  -0.403
C -2.262 -3.047 4.135  -0.398
C -0.873 -0.494 0.753  -0.961
P -1.133 -0.008 -0.932  1.418
C 0.105 -0.894 -1.911  0.770
C 0.927 -1.873 -1.375  0.321
C 1.725 -2.629 -2.216  -0.827
C 1.712 -2.400 -3.582  -0.645
C 0.919 -1.392 -4.112  -0.763
C 0.113 -0.640 -3.279  -0.553
C -2.597 -0.916 -1.505  0.452
C -3.598 -0.274 -2.219  -0.547
C -4.680 -0.996 -2.693  -0.634
C -4.737 -2.363 -2.492  -0.550
C -3.735 -3.009 -1.782  -0.829
C -2.666 -2.290 -1.279  -0.399
P -0.431 0.751 1.963  0.093
C 0.597 -0.285 3.068  1.191
C 1.675 -0.980 2.531  0.114
C 2.465 -1.766 3.348  -1.142
C 2.171 -1.869 4.698  -0.603
C 1.087 -1.191 5.232  -0.691
C 0.298 -0.395 4.419  -0.533
C 0.756 2.074 1.432  0.992
C 1.968 1.843 0.795  -0.096
C 2.873 2.880 0.649  -0.720
C 2.584 4.145 1.133  -0.607
C 1.355 4.390 1.723  -0.826
C 0.447 3.358 1.874  -0.866
H -0.242 -3.014 1.430  0.510
H 0.800 -4.830 2.789  0.389
H -1.947 -4.404 5.777  0.382
H -3.134 -2.573 4.561  0.387
H 0.929 -2.036 -0.304  0.011
H 2.347 -3.409 -1.805  0.481
H 2.329 -3.008 -4.226  0.428
H 0.919 -1.186 -5.173  0.487
H -0.521 0.147 -3.672  0.374
H -3.528 0.793 -2.394  0.276
H -5.466 -0.490 -3.231  0.432
H -5.574 -2.920 -2.884  0.412
H -3.769 -4.078 -1.646  0.460
H -1.881 -2.789 -0.723  0.432
H 1.887 -0.905 1.474  0.033
H 3.312 -2.297 2.932  0.446
H 2.798 -2.475 5.334  0.429
H 0.859 -1.279 6.284  0.471
H -0.549 0.144 4.820  0.394
H 2.217 0.858 0.434  0.369
H 3.819 2.700 0.167  0.479
H 3.318 4.934 1.063  0.441
H 1.122 5.381 2.085  0.463
H -0.500 3.525 2.371  0.676
F 3.810 3.618 -5.074  -0.324
C 2.744 3.305 -4.320  0.178
C 1.550 3.964 -4.551  -0.572
C 0.449 3.645 -3.769  -0.343
C 0.554 2.685 -2.779  -0.082
C 1.749 2.024 -2.580  0.308
C 2.866 2.339 -3.335  -0.819
H 1.491 4.713 -5.328  0.462
H -0.488 4.149 -3.954  0.421
H 1.820 1.245 -1.837  0.402
H 3.805 1.835 -3.165  0.536
N -2.048 4.190 -0.415  -0.741
H -1.535 5.026 -0.666  0.300
H -2.044 4.128 0.598  0.243
H -3.005 4.311 -0.724  0.290

## Properties
- LUMO level (spin up / spin down) (eV) = -2.68 / -5.15
- ⟨S²⟩ = 2.02
- E_HOMO (spin up / spin down) (eV) = -10.34 / -10.32
- multiplicity = 3
- gap between HOMO and LUMO (spin up / spin down) (eV) = 7.65 / 5.17
- F_max (eV Å⁻¹) = 1.97
- net charge = +1
- energy above the lowest of the compared OMol25 structures with the same formula, charge and spin (eV) = 1.909
- molar mass (g/mol) = 897.17

> Among the records above, which one has the highest molar mass?

C16H36Br16NS2

> Among the records above, which one has the highest F_max?

C4H4N2O

> Which value of molar mass does entry 1 give?

96.09 g/mol

> Number 1 is which compound?

C4H4N2O